[1]
{"formula": "C4H7O3", "method": "ωB97M-V with the def2-TZVPD basis set", "gap_ev": 9.72, "total_charge": 1, "homo_energy_ev": -15.31, "de_lowest_kcal_mol": 19.6, "species": ["C", "C", "C", "C", "O", "O", "O", "H", "H", "H", "H", "H", "H", "H"], "positions_angstrom": [[-1.0299, -0.6147, 0.1351], [1.4481, -0.5452, -0.0670], [-2.3435, -0.1436, -0.1364], [2.4071, 0.6411, -0.1760], [1.5239, -1.6885, 0.0692], [3.7188, 0.1080, 0.1373], [-0.0426, 0.0357, -0.2255], [-0.8260, -1.4365, 0.8409], [-2.8193, -0.6494, -0.9823], [-3.1001, -0.3134, 0.7110], [-2.1820, 0.8659, -0.4036], [2.1992, 1.2279, 0.6737], [2.3494, 1.0490, -1.1757], [4.3751, 0.6255, -0.4061]], "mulliken_charge": [0.427, 0.506, -0.992, -0.352, -0.281, -0.484, -0.227, 0.378, 0.328, 0.344, 0.314, 0.310, 0.382, 0.347]}


[2]
{"formula": "C16H14BrN3O5S", "method": "ωB97M-V with the def2-TZVPD basis set", "gap_ev": 7.26, "smiles": "CCOc1ccc(Br)cc1C1=NN(C(C)=O)[C@@H](c2ccc([N+](=O)[O-])s2)O1", "total_charge": 0, "homo_energy_ev": -8.60, "de_lowest_kcal_mol": 68.4, "species": ["O", "O", "O", "Br", "N", "O", "O", "S", "C", "C", "C", "C", "C", "C", "C", "C", "C", "C", "C", "C", "N", "N", "C", "C", "C", "C", "H", "H", "H", "H", "H", "H", "H", "H", "H", "H", "H", "H", "H", "H"], "positions_angstrom": [[0.6455, -3.9804, -1.7776], [-0.7406, -2.6687, 5.0122], [-2.9438, -2.6310, 5.2012], [6.1780, 0.4150, -0.5454], [1.1321, -1.3962, -0.9422], [-0.3958, 0.1767, -0.3306], [0.6133, 2.7398, -0.1833], [-0.6510, -1.9315, 2.0631], [-0.3116, -3.2806, -1.4112], [0.9142, -0.1532, -0.5590], [-3.1963, -1.7029, 2.6283], [-3.0468, -1.3082, 1.2471], [-2.0043, -2.0878, 3.2069], [-1.7539, -1.4146, 0.8052], [4.2598, 2.5114, -0.1350], [2.9768, 3.0146, -0.1005], [3.3529, 0.3410, -0.6347], [4.4521, 1.1716, -0.4551], [1.8616, 2.1733, -0.3071], [2.0403, 0.8021, -0.5166], [-0.0961, -2.0002, -0.9493], [-1.8850, -2.4556, 4.5546], [-1.7213, -3.8664, -1.6186], [-1.1349, -1.0339, -0.5241], [-1.1572, 3.8561, -1.5398], [0.3256, 3.7598, -1.1513], [-4.1425, -1.6587, 3.1901], [-3.8402, -0.8759, 0.6356], [5.0407, 3.2088, 0.0593], [2.8347, 4.0738, 0.0559], [3.5270, -0.6919, -0.9151], [-2.2531, -3.3921, -2.4522], [-1.5805, -4.9189, -1.9048], [-2.3240, -3.8081, -0.6910], [-1.9238, -0.9406, -1.2671], [-1.3014, 4.6004, -2.3044], [-1.5589, 2.9590, -1.9398], [-1.7664, 4.1072, -0.6685], [0.6705, 4.7243, -0.7976], [0.9044, 3.5628, -2.0375]], "mulliken_charge": [-0.619, -0.568, -0.562, -0.183, -0.757, -0.107, -0.415, -0.019, 0.699, 0.480, -0.034, -0.832, -0.257, 0.758, -0.326, -0.547, -0.090, -0.317, 0.505, -0.129, 0.649, 0.927, -1.029, -0.988, -1.363, -0.264, 0.441, 0.426, 0.459, 0.367, 0.636, 0.280, 0.319, 0.295, 0.424, 0.406, 0.325, 0.316, 0.287, 0.406]}


[3]
{"formula": "C4H13N2O2", "method": "ωB97M-V with the def2-TZVPD basis set", "gap_ev": 11.85, "total_charge": 1, "homo_energy_ev": -14.90, "de_lowest_kcal_mol": 89.7, "species": ["C", "C", "C", "C", "N", "N", "O", "O", "H", "H", "H", "H", "H", "H", "H", "H", "H", "H", "H", "H", "H"], "positions_angstrom": [[0.0401, 0.2726, -2.8915], [-0.5295, -0.6344, 3.4910], [0.6954, 0.7335, -1.5452], [0.5938, -0.4668, -0.7003], [1.1825, -1.5487, -0.5873], [-0.6644, -0.3353, 0.1915], [0.0244, 0.2373, 2.5366], [0.1525, 1.8805, -0.9370], [-1.0127, 0.0435, -2.8104], [0.3442, -0.6515, -3.1413], [-0.0450, 0.9983, -3.6113], [0.0792, -1.5478, 3.3286], [-1.5271, -0.8607, 3.2108], [1.7792, 0.8961, -1.8787], [2.1080, -1.4928, -1.1336], [-0.4689, -0.3989, 4.5412], [-1.2296, 0.5424, -0.2010], [-0.2884, -0.2320, 1.2194], [-1.1122, -1.2162, -0.1684], [-0.4052, 1.1170, 2.6568], [0.2837, 2.6639, -1.5701]], "mulliken_charge": [-1.510, -0.659, 0.376, 0.076, -0.535, -0.428, -0.564, -0.557, 0.386, 0.521, 0.423, 0.257, 0.310, 0.276, 0.335, 0.316, 0.423, 0.445, 0.375, 0.354, 0.380]}


[4]
{"formula": "C18H15AuNO4S", "method": "ωB97M-V with the def2-TZVPD basis set", "multiplicity": 3, "gap_ev": [6.47, 2.36], "total_charge": 3, "homo_energy_ev": [-17.03, -16.76], "de_lowest_kcal_mol": 169.5, "species": ["Au", "O", "C", "C", "O", "C", "O", "C", "O", "C", "H", "H", "C", "H", "H", "N", "S", "C", "C", "C", "C", "C", "C", "C", "C", "C", "C", "C", "C", "H", "H", "H", "H", "H", "H", "H", "H", "H", "H", "H"], "positions_angstrom": [[0.9165, -2.3747, -0.1842], [1.4137, -2.4471, 2.8292], [1.2352, -2.4388, 1.6903], [0.5095, -2.1197, -2.0250], [0.2492, -1.9349, -3.1329], [-0.7693, -3.2238, 0.0723], [-1.7993, -3.7171, 0.2313], [2.6210, -1.5661, -0.4475], [3.6433, -1.0560, -0.6030], [1.9661, -4.4192, 0.1418], [2.9562, -4.2080, 0.5303], [1.3186, -5.0091, 0.7810], [1.7022, -4.3029, -1.2100], [0.8442, -4.8002, -1.6489], [2.4818, -3.9991, -1.8998], [0.4404, -0.4800, -0.3772], [-0.9614, -0.0361, 0.2576], [-0.3492, 1.1118, 1.5233], [-1.2933, 1.6097, 2.4334], [-0.9099, 2.4879, 3.4498], [0.4248, 2.8786, 3.5676], [1.3771, 2.3887, 2.6704], [0.9982, 1.5064, 1.6526], [-1.4142, 1.1678, -1.0176], [-0.6430, 2.3071, -1.3145], [-1.0625, 3.2006, -2.3057], [-2.2497, 2.9667, -3.0052], [-3.0193, 1.8381, -2.7153], [-2.6031, 0.9434, -1.7258], [0.9746, 0.1783, -0.9694], [-2.3321, 1.3127, 2.3553], [-1.6484, 2.8635, 4.1465], [0.7210, 3.5590, 4.3556], [2.4116, 2.6917, 2.7651], [1.7625, 1.1457, 0.9812], [0.2774, 2.5101, -0.7872], [-0.4677, 4.0760, -2.5310], [-2.5736, 3.6598, -3.7707], [-3.9395, 1.6566, -3.2556], [-3.2097, 0.0730, -1.5079]], "mulliken_spin": [0.305, -0.008, 0.186, 0.243, -0.011, 0.150, -0.006, 0.133, -0.003, -0.006, 0.001, 0.002, 0.003, 0.002, 0.001, 0.036, 0.012, 0.002, 0.002, -0.001, 0.002, 0.001, 0.001, 0.025, 0.200, 0.244, -0.010, 0.230, 0.221, -0.006, 0.000, 0.000, 0.000, 0.000, -0.003, 0.039, -0.005, 0.007, 0.000, 0.013]}


[5]
{"formula": "C48H61BrF5N2O25P2", "method": "ωB97M-V with the def2-TZVPD basis set", "gap_ev": 6.95, "total_charge": 1, "homo_energy_ev": -10.25, "species": ["C", "C", "O", "C", "O", "C", "C", "C", "N", "C", "O", "C", "O", "C", "C", "O", "C", "C", "C", "C", "C", "N", "C", "C", "C", "C", "C", "O", "C", "P", "O", "Br", "C", "P", "O", "O", "C", "F", "F", "C", "F", "F", "F", "H", "H", "H", "H", "H", "H", "H", "H", "H", "H", "H", "H", "H", "H", "H", "H", "H", "H", "H", "H", "H", "H", "H", "H", "H", "H", "H", "H", "H", "H", "H", "H", "H", "H", "H", "H", "H", "H", "H", "H", "H", "H", "H", "H", "H", "C", "C", "C", "O", "C", "C", "C", "O", "O", "O", "H", "H", "H", "H", "C", "C", "C", "O", "C", "C", "C", "O", "O", "O", "H", "H", "H", "H", "C", "C", "C", "O", "C", "C", "C", "O", "O", "O", "H", "H", "H", "H", "C", "C", "C", "O", "C", "C", "C", "O", "O", "O", "H", "H", "H", "H"], "positions_angstrom": [[5.9809, 2.2691, 2.2254], [5.1209, 3.3556, 1.5702], [3.7445, 3.0040, 1.3679], [3.5478, 1.7232, 0.9067], [3.7591, 1.4433, -0.2350], [3.0399, 0.7461, 1.9510], [1.9958, -0.2388, 1.3578], [0.5584, 0.3065, 1.5276], [-0.6018, -0.5721, 1.9146], [-1.8015, 0.3811, 2.0333], [-1.4957, 1.6932, 1.5871], [-2.6830, 2.3235, 1.1540], [-2.3936, 3.6842, 1.0893], [-3.5065, 4.4081, 0.5840], [-4.5723, 4.6916, 1.6583], [-5.6288, 3.7169, 1.5981], [-0.4348, -1.0830, 3.3205], [0.8139, -1.8978, 3.7362], [1.7330, -1.0936, 4.6959], [1.0916, -0.8651, 6.0919], [1.4167, 0.5669, 6.5671], [2.8305, 0.7026, 6.9044], [-1.6758, -1.8160, 3.8662], [-2.1264, -2.9606, 2.9225], [-3.5970, -3.2974, 3.3280], [-3.7914, -3.4846, 4.8660], [-4.5655, -2.3564, 5.5775], [-3.7160, -1.4500, 6.2870], [-2.1389, -2.5811, 1.4242], [-2.7814, -4.1026, 0.4683], [-1.8657, -4.2581, -0.8870], [-2.1626, -6.0262, 1.5645], [-0.9022, -1.7296, 0.8801], [0.3621, -3.0076, 0.6759], [1.7597, -2.6895, -0.0648], [0.4964, -4.1161, 1.8503], [-1.2660, -1.1805, -0.5270], [-1.4516, 0.1791, -0.5070], [-2.4794, -1.6237, -0.9194], [-0.3181, -1.3267, -1.7788], [0.8137, -0.6622, -1.5854], [-0.1122, -2.5417, -2.2393], [-0.9590, -0.6758, -2.7774], [6.3144, 1.5663, 1.4576], [6.8825, 2.7090, 2.6526], [5.4683, 1.7446, 3.0324], [5.1763, 4.2542, 2.1819], [5.5491, 3.6010, 0.5945], [2.6706, 1.3224, 2.8002], [3.8994, 0.1620, 2.2842], [2.2396, -1.2217, 1.7454], [2.2800, -0.2965, 0.3050], [0.3717, 0.8492, 0.6078], [0.6491, 1.0401, 2.3280], [-2.6414, 0.0435, 1.4247], [-2.1333, 0.5362, 3.0567], [-3.4782, 2.1498, 1.8976], [-2.9812, 1.9809, 0.1535], [-4.0184, 3.8810, -0.2312], [-3.1827, 5.3640, 0.1911], [-4.0630, 4.6389, 2.6248], [-5.0048, 5.6785, 1.5019], [-5.6463, 3.2610, 2.4397], [-0.3557, -0.1850, 3.9413], [1.4668, -2.3001, 2.9665], [0.5415, -2.7818, 4.3159], [2.0177, -0.1316, 4.2727], [2.6210, -1.7141, 4.8346], [0.0007, -0.8984, 6.0253], [1.4737, -1.5675, 6.8324], [1.2162, 1.2248, 5.7063], [0.7397, 0.8980, 7.3597], [2.9914, 1.2880, 7.7074], [3.2821, -0.1924, 7.0080], [-2.5389, -1.1598, 4.0027], [-1.4487, -2.1706, 4.8639], [-1.5451, -3.8441, 3.1848], [-3.9427, -4.2251, 2.8755], [-4.2559, -2.4799, 3.0150], [-4.4198, -4.3690, 4.9966], [-2.8573, -3.7082, 5.3820], [-5.2355, -1.8534, 4.8739], [-5.2154, -2.8299, 6.3193], [-3.8978, -0.5717, 5.9491], [-3.0182, -1.9391, 1.3231], [-2.1808, -5.0796, -1.3000], [2.0822, -3.4123, -0.6149], [0.7115, -4.9878, 1.5022], [4.1139, -3.3802, -2.7497], [4.8217, -3.6716, -1.6557], [6.3092, -3.4937, -1.5993], [6.8709, -3.7650, -0.5548], [6.9899, -3.0121, -2.7902], [6.2845, -2.7204, -3.8925], [4.7913, -2.8741, -3.9385], [4.2030, -2.5751, -4.9574], [6.8506, -2.2771, -5.0094], [4.2612, -4.1371, -0.5322], [3.0395, -3.5020, -2.8044], [8.0640, -2.9027, -2.7442], [6.1279, -2.1400, -5.6501], [4.9957, -4.2598, 0.1011], [-0.2012, 0.9602, -5.8110], [1.1286, 0.8698, -5.6948], [2.0548, 1.7326, -6.5016], [3.2518, 1.6052, -6.3265], [1.4716, 2.6692, -7.4507], [0.1407, 2.7577, -7.5691], [-0.7863, 1.9138, -6.7421], [-1.9844, 2.0626, -6.8880], [-0.4519, 3.5934, -8.4182], [1.7252, 0.0193, -4.8605], [-0.8758, 0.3465, -5.2310], [2.1472, 3.2739, -8.0388], [-1.4113, 3.4599, -8.3029], [2.6841, 0.1636, -4.9720], [-2.9385, -7.0258, -6.4152], [-2.4032, -7.0628, -5.1900], [-1.8813, -5.8268, -4.5176], [-1.4228, -5.9311, -3.3897], [-1.9406, -4.5689, -5.2375], [-2.4729, -4.5288, -6.4671], [-3.0207, -5.7603, -7.1328], [-3.5039, -5.6438, -8.2401], [-2.5549, -3.4110, -7.1764], [-2.2974, -8.1893, -4.4847], [-3.3197, -7.9086, -6.9085], [-1.5456, -3.6895, -4.7477], [-2.9795, -3.6559, -8.0212], [-1.8782, -7.9423, -3.6410], [-0.0051, 9.3699, 0.2456], [-0.7884, 8.4659, 0.8443], [-2.1975, 8.2169, 0.3929], [-2.8446, 7.3622, 0.9783], [-2.7203, 9.0021, -0.7095], [-1.9390, 9.9109, -1.3097], [-0.5192, 10.1450, -0.8755], [0.1341, 10.9722, -1.4781], [-2.3582, 10.6611, -2.3207], [-0.3773, 7.7258, 1.8741], [1.0117, 9.5560, 0.5608], [-3.7420, 8.8246, -1.0145], [-1.6034, 11.2285, -2.5688], [-1.1299, 7.1545, 2.1129]], "mulliken_charge": [-0.984, -0.324, -0.343, 0.407, -0.604, -1.790, -0.724, -1.726, 1.486, -1.585, -0.604, -0.314, -0.261, -0.034, -0.512, -0.564, -0.833, -1.277, -0.885, -0.484, -0.692, -0.495, -1.554, 0.713, -0.716, -0.935, -0.613, -0.560, -2.379, -0.380, 0.160, -0.299, 1.986, -0.261, -0.400, -0.557, 1.294, -0.332, -0.372, -0.051, -0.236, -0.050, -0.205, 0.318, 0.403, 0.219, 0.361, 0.297, 0.265, 0.734, 0.493, 0.778, 0.766, 1.380, 0.592, 0.978, 0.289, 0.228, 0.355, 0.092, 0.280, 0.341, 0.326, 0.858, 0.193, 1.044, -0.228, 0.860, -0.108, 0.599, 0.141, 0.426, 0.229, 0.201, -0.109, 0.985, 0.390, 0.606, 0.399, 0.460, 0.424, 0.276, 0.370, 0.307, 1.197, 0.189, 0.191, 0.456, -1.089, 0.454, 1.001, -0.632, -0.960, 0.376, 0.963, -0.653, -0.557, -0.542, 0.556, 0.447, 0.361, 0.343, -0.975, 0.082, 1.008, -0.629, -1.008, 0.341, 1.029, -0.634, -0.558, -0.355, 0.599, 0.431, 0.361, 0.289, -0.955, 0.335, 1.187, -0.691, -1.114, 0.289, 0.846, -0.601, -0.543, -0.578, 0.439, 0.665, 0.364, 0.351, -0.886, 0.287, 1.029, -0.605, -1.044, 0.416, 0.959, -0.602, -0.567, -0.574, 0.433, 0.450, 0.362, 0.341]}


no.,electronic energy (eV)
1,-10394.80410
2,-112399.82661
3,-11425.58280
4,-43072.83024
5,-207128.91553